(1)
Below is C20H24BF4N3O3RuS2Se3Te as an isolated structure in a non-equilibrium geometry, with properties calculated with ωB97M-V/def2-TZVPD.

Its HOMO-LUMO gap (spin up / spin down) is 5.453 / 5.824 eV. Its charge is -1. As for the energy above the lowest of the compared OMol25 structures with the same formula, charge and spin: 44.78 kcal/mol. The spin multiplicity is 2.

Element x y z (Å)
Te  -0.286  1.716  -2.686
Ru  0.047  1.022  -0.154
Se  2.851  -1.419  0.127
Se  1.617  -0.311  -1.298
Se  -2.065  3.308  -3.210
S  -0.806  3.111  0.985
S  -3.086  -0.324  -0.702
F  -0.388  -2.741  1.752
F  -2.373  -3.236  0.696
F  -0.441  -4.354  0.088
F  -0.708  -2.117  -0.413
O  2.634  2.248  2.683
O  -2.104  0.482  0.146
O  1.790  1.720  0.690
N  0.930  5.188  0.498
N  0.092  -0.062  1.644
N  -0.490  4.854  -1.083
C  -7.499  -2.517  -0.252
C  -7.234  -3.448  -1.247
C  -6.458  -1.804  0.325
C  -4.383  0.796  -1.291
C  -4.573  2.399  0.635
C  0.280  5.921  -1.475
C  -4.023  -1.231  0.546
C  -6.713  2.940  1.602
C  1.166  6.139  -0.479
C  1.679  5.056  1.740
C  -7.334  2.102  0.686
C  0.863  0.675  2.648
C  -0.092  4.396  0.117
C  -6.575  1.404  -0.242
C  -5.923  -3.671  -1.649
C  1.849  1.625  1.983
C  -5.189  1.539  -0.272
C  -5.332  3.087  1.571
C  -5.144  -2.018  -0.078
C  -4.880  -2.966  -1.066
B  -0.965  -3.141  0.521
H  -7.060  0.742  -0.950
H  -6.665  -1.072  1.097
H  -8.411  1.988  0.695
H  -4.380  -0.499  1.270
H  -3.854  -3.162  -1.352
H  0.195  1.282  3.257
H  -1.227  4.402  -1.633
H  -8.517  -2.344  0.074
H  -5.010  0.151  -1.913
H  0.515  -0.970  1.439
H  0.137  6.415  -2.418
H  -3.500  2.534  0.600
H  -8.045  -4.003  -1.703
H  -3.842  1.478  -1.950
H  -0.869  -0.244  1.912
H  -3.268  -1.884  0.996
H  2.139  4.073  1.809
H  -7.303  3.483  2.331
H  1.948  6.869  -0.380
H  2.449  5.824  1.746
H  1.014  5.198  2.589
H  -5.707  -4.405  -2.414
H  1.419  0.008  3.306
H  -4.836  3.747  2.272

Results of the natural (NBO) charge analysis, in e, for atoms 1 through 8:
1. Te 0.204
2. Ru 0.343
3. Se -0.243
4. Se 0.332
5. Se -0.637
6. S -0.219
7. S 1.309
8. F -0.581



(2)
Below is C22H17BCuF4N3O4SSi as an isolated structure in a non-equilibrium geometry, with properties calculated with ωB97M-V/def2-TZVPD.

Its HOMO-LUMO gap is 6.972 eV. Its charge is -2. As for the energy above the lowest of the compared OMol25 structures with the same formula, charge and spin: 15.25 kcal/mol.

Element x y z (Å)
Cu  -0.547  -0.292  -0.428
S  -8.408  -0.409  4.002
Si  -0.554  1.440  -1.981
F  1.598  0.473  1.573
F  3.286  1.873  1.022
F  3.084  1.119  3.153
F  3.725  -0.303  1.503
O  -8.595  -1.404  5.054
O  0.956  -2.778  -0.341
O  -9.426  0.634  3.963
O  -8.071  -0.967  2.703
N  -6.794  1.122  5.658
N  -5.866  0.263  3.692
N  -1.803  0.051  0.940
C  2.251  1.352  -2.708
C  0.530  3.731  -0.556
C  1.844  1.212  -5.435
C  -0.307  5.979  -0.661
C  -6.866  0.442  4.522
C  -0.458  3.287  -1.431
C  -3.648  0.559  2.957
C  -1.368  4.229  -1.904
C  -1.461  0.770  2.004
C  -2.345  1.047  3.031
C  -4.000  -0.188  1.827
C  0.358  -1.798  -0.304
C  -4.678  0.794  3.976
C  -1.297  5.559  -1.532
C  -4.493  1.509  5.160
C  -5.615  1.635  5.969
C  0.769  1.289  -4.568
C  0.944  1.362  -3.190
C  3.335  1.279  -3.566
C  -3.051  -0.414  0.857
C  0.612  5.062  -0.180
C  3.134  1.201  -4.934
B  2.934  0.791  1.812
H  -2.144  3.906  -2.584
H  -0.235  1.296  -4.971
H  1.253  3.035  -0.159
H  1.683  1.154  -6.507
H  -5.569  2.177  6.908
H  3.977  1.130  -5.611
H  -1.652  1.584  -3.012
H  1.392  5.389  0.497
H  4.343  1.269  -3.169
H  -3.545  1.945  5.435
H  -2.013  6.277  -1.917
H  2.437  1.399  -1.646
H  -2.012  1.640  3.868
H  -3.290  -0.984  -0.028
H  -5.010  -0.560  1.747
H  -0.441  1.121  2.034
H  -0.255  7.019  -0.363

Results of the natural (NBO) charge analysis, in e, for atoms 1 through 8:
1. Cu 0.696
2. S 2.378
3. Si 0.472
4. F -0.591
5. F -0.576
6. F -0.577
7. F -0.574
8. O -1.013



(3)
Below is C41H48CsIN5O7P2 as an isolated structure in a non-equilibrium geometry, with properties calculated with ωB97M-V/def2-TZVPD.

Its HOMO-LUMO gap is 6.986 eV. Its charge is -1. As for the energy above the lowest of the compared OMol25 structures with the same formula, charge and spin: 16.95 kcal/mol.

Element x y z (Å)
Cs  0.308  -0.251  -0.177
I  1.260  1.830  3.030
P  3.209  -2.050  0.254
P  -1.933  0.957  2.425
O  0.212  -3.465  0.676
O  0.050  4.785  -0.809
O  -1.821  -5.579  0.422
O  2.407  0.802  -3.327
O  -2.843  -5.488  -2.370
O  -1.549  -3.286  -3.739
O  0.477  -2.153  -1.961
N  3.871  2.260  -2.385
N  -3.034  0.636  -2.929
N  -1.313  -0.754  -4.766
N  -0.085  2.499  -0.097
N  4.623  0.311  -3.447
C  -2.540  0.907  7.019
C  -3.577  1.144  6.175
C  -0.183  0.577  7.482
C  -3.622  4.663  1.843
C  4.344  -0.990  -4.013
C  6.022  0.603  -3.199
C  -0.305  -3.088  -1.670
C  -1.207  0.846  6.537
C  -3.496  -0.502  -3.719
C  -0.921  1.052  5.161
C  -1.581  0.599  -2.774
C  -0.030  3.635  -0.441
C  -4.142  4.555  0.563
C  -4.433  -0.444  2.020
C  -1.468  -4.838  -0.460
C  3.265  -3.423  -0.951
C  -3.310  1.248  4.796
C  -3.418  2.262  0.477
C  -4.475  -2.845  1.838
C  5.201  2.503  -1.864
C  1.440  0.851  5.763
C  -3.052  -0.472  2.222
C  3.564  1.108  -3.058
C  -0.832  0.460  -4.087
C  -2.751  -0.671  -5.036
C  -2.401  -1.703  2.218
C  6.230  2.069  -2.887
C  -4.037  3.348  -0.118
C  3.671  -2.952  1.782
C  -3.106  -2.888  2.036
C  1.118  0.542  7.101
C  -2.047  1.179  4.269
C  -1.990  -4.766  -1.884
C  -3.011  3.568  2.442
C  -1.277  -3.670  -2.496
C  4.811  -1.237  -0.126
C  -0.410  -3.745  -0.331
C  2.793  3.047  -1.808
C  0.480  1.122  4.824
C  -2.911  2.353  1.772
C  -5.138  -1.620  1.829
H  -1.246  1.473  -2.205
H  -3.298  1.501  -3.390
H  -1.322  -1.742  2.334
H  2.480  0.913  5.474
H  2.639  2.819  -0.749
H  3.271  -1.148  -4.049
H  -1.178  -2.388  -3.935
H  -5.021  -3.764  1.669
H  4.757  -1.072  -5.023
H  4.577  -3.554  1.657
H  5.282  3.570  -1.652
H  3.825  -2.247  2.601
H  5.655  -1.933  -0.164
H  6.392  -0.013  -2.368
H  -4.149  1.344  4.116
H  2.849  -3.611  2.067
H  7.242  2.228  -2.513
H  -6.207  -1.582  1.659
H  3.059  -3.042  -1.952
H  0.240  0.375  -3.912
H  -1.337  -0.299  -2.200
H  -3.677  5.602  2.379
H  -2.602  3.679  3.439
H  -3.359  -1.404  -3.117
H  6.590  0.308  -4.087
H  6.104  2.671  -3.790
H  4.795  -1.779  -3.399
H  5.357  1.978  -0.910
H  -0.802  -0.888  -5.629
H  -4.418  3.246  -1.126
H  -4.569  -0.401  -3.897
H  -4.610  5.409  0.090
H  1.864  2.837  -2.325
H  4.231  -3.938  -0.937
H  5.029  -0.475  0.625
H  1.904  0.323  7.813
H  -2.705  0.763  8.080
H  -2.576  -3.832  2.018
H  -3.069  -1.591  -5.532
H  -4.951  0.507  1.984
H  -1.011  1.353  -4.709
H  -2.982  0.176  -5.703
H  3.025  4.108  -1.912
H  -4.595  1.205  6.538
H  -3.324  1.350  -0.104
H  2.479  -4.142  -0.720
H  4.725  -0.731  -1.089
H  -0.472  0.399  8.511

Results of the Mulliken charge analysis, in e, for atoms 1 through 8:
1. Cs 1.663
2. I 0.214
3. P 0.848
4. P 0.250
5. O -0.660
6. O -0.809
7. O -0.668
8. O -0.667



(4)
Below is C28H34EuNO as an isolated structure in a non-equilibrium geometry, with properties calculated with ωB97M-V/def2-TZVPD.

Its HOMO-LUMO gap (spin up / spin down) is 8.114 / 8.177 eV. Its charge is 0. The spin multiplicity is 7.

Element x y z (Å)
Eu  0.271  0.555  0.218
O  -0.102  -3.255  -4.064
N  0.408  -4.133  -2.056
C  -1.513  0.416  1.728
C  -0.745  -0.598  -2.850
C  -1.125  -0.906  1.411
C  -3.240  -4.509  0.155
C  0.593  0.094  2.530
C  -0.145  -0.307  -4.230
C  -2.226  -0.937  -2.992
C  0.176  -1.101  1.920
C  -2.004  -4.593  2.207
C  -0.440  1.044  2.402
C  -0.560  0.634  -1.990
C  3.927  4.791  1.392
C  -0.836  -4.313  0.112
C  2.549  4.621  2.033
C  1.590  5.733  1.551
C  -0.824  -4.429  1.501
C  0.611  1.434  -1.918
C  -2.054  -4.353  -0.552
C  0.082  -3.081  -2.864
C  0.373  2.527  -1.059
C  -0.004  -1.747  -2.154
C  -1.518  1.262  -1.166
C  2.594  4.574  3.560
C  -3.220  -4.633  1.535
C  1.706  2.274  1.246
C  2.086  3.329  1.618
C  -0.947  2.417  -0.590
C  0.480  -4.141  -0.613
H  1.012  -1.432  -1.917
H  -0.283  -1.157  -4.890
H  4.396  5.741  1.707
H  1.569  0.274  2.947
H  1.966  6.725  1.878
H  0.770  -1.989  1.803
H  0.954  -3.224  -0.265
H  -4.182  -4.537  -0.378
H  0.118  -4.378  2.033
H  1.089  3.284  -0.785
H  3.825  4.788  0.280
H  -0.423  2.058  2.763
H  0.395  -5.021  -2.532
H  -1.429  3.078  0.110
H  1.155  -4.947  -0.323
H  -2.681  -1.119  -2.019
H  -2.080  -4.266  -1.630
H  -1.720  -1.642  0.897
H  -2.767  -0.123  -3.472
H  1.548  1.227  -2.401
H  -0.472  -1.920  -1.180
H  -0.625  0.566  -4.671
H  -1.977  -4.681  3.285
H  0.921  -0.097  -4.157
H  3.005  5.513  3.972
H  4.588  3.939  1.668
H  0.565  5.598  1.965
H  3.213  3.713  3.900
H  -4.142  -4.756  2.086
H  -2.455  0.874  1.485
H  -2.347  -1.826  -3.600
H  1.562  4.421  3.960
H  -2.514  0.901  -0.982
H  1.505  5.746  0.441

Results of the Mulliken charge analysis, in e, for atoms 1 through 8:
1. Eu 0.414
2. O -0.673
3. N -0.024
4. C -0.968
5. C 2.962
6. C -0.036
7. C -0.691
8. C -0.624



(5)
Below is C5H11NO as an isolated structure in a non-equilibrium geometry, with properties calculated with ωB97M-V/def2-TZVPD.

Its HOMO-LUMO gap is 8.697 eV. Its charge is 0. As for the energy above the lowest of the compared OMol25 structures with the same formula, charge and spin: 65.52 kcal/mol.

Element x y z (Å)
O  -0.435  -2.754  1.107
N  -0.714  -1.431  -1.180
C  0.018  1.519  1.037
C  -0.237  -1.420  1.116
C  -0.440  -0.667  0.012
C  -0.410  1.423  -1.395
C  -0.293  0.780  -0.038
H  -0.542  -3.000  0.168
H  -0.002  2.595  0.971
H  -1.352  1.159  -1.879
H  -0.172  -1.097  -1.970
H  3.615  0.165  1.431
H  -1.697  -1.366  -1.436
H  0.405  1.099  -2.046
H  2.867  0.372  1.258
H  -0.368  2.505  -1.309
H  -0.071  1.141  2.039
H  -0.172  -1.022  2.115

Results of the natural (NBO) charge analysis, in e, for atoms 1 through 8:
1. O -0.671
2. N -0.864
3. C -0.426
4. C 0.198
5. C -0.045
6. C -0.637
7. C -0.003
8. H 0.498